Molecular formula: C44H35BN7O18
Method: DFT, wB97M-V/def2-TZVPD

Computed properties:
HOMO: -7.424 eV
Maximum force: 5.982 eV/A
Frontier orbital gap: 0.289 hartree
E_tot: -94146.10846 eV

The geometry in ORCA input format:
```
! RIJCOSX wB97M-V def2-TZVPD def2/J DEFGRID3
* xyz -1 1
O -1.439 -0.807 -2.431
C -1.908 -0.182 -1.422
O -3.130 -0.155 -0.980
B -3.250 0.725 0.181
O -1.882 0.944 0.544
C -1.067 0.635 -0.461
O 0.197 0.775 -0.648
O -4.064 0.036 1.184
C -4.864 0.899 1.724
O -5.449 0.790 2.794
C -5.020 2.035 0.683
O -4.088 1.917 -0.147
O -5.911 2.906 0.691
C 2.185 -4.403 -7.355
C 2.254 -5.567 -8.162
C 3.183 -5.630 -9.276
C 3.823 -4.393 -9.642
C 3.661 -3.232 -8.873
C 2.848 -3.327 -7.799
N 4.909 -4.413 -10.693
O 4.756 -5.150 -11.672
O 5.884 -3.671 -10.528
H 1.844 -4.513 -6.337
H 1.781 -6.475 -7.818
H 3.434 -6.494 -9.873
H 4.208 -2.343 -9.151
H 2.907 -2.498 -7.109
C 7.443 -0.012 -4.294
C 8.082 -0.184 -5.471
C 7.751 0.556 -6.624
C 6.684 1.399 -6.633
C 5.977 1.461 -5.401
C 6.370 0.820 -4.262
N 6.071 2.085 -7.911
O 5.185 2.928 -7.758
O 6.551 1.675 -8.979
H 7.708 -0.650 -3.464
H 8.805 -0.979 -5.576
H 8.346 0.323 -7.495
H 5.088 2.059 -5.265
H 5.812 0.870 -3.339
C 2.448 -4.778 0.589
C 3.270 -4.782 1.694
C 2.842 -5.468 2.801
C 1.592 -6.210 2.882
C 0.804 -6.171 1.755
C 1.239 -5.530 0.600
N 1.099 -6.640 4.271
O -0.034 -7.056 4.439
O 1.951 -6.355 5.194
H 2.731 -4.348 -0.361
H 4.226 -4.291 1.801
H 3.436 -5.396 3.700
H -0.204 -6.558 1.788
H 0.638 -5.355 -0.280
C -2.549 5.216 5.337
C -2.015 6.539 5.166
C -0.654 6.699 5.076
C 0.206 5.666 5.186
C -0.337 4.350 5.243
C -1.786 4.058 5.297
N 1.642 5.947 4.933
O 2.085 6.860 5.609
O 2.154 5.338 3.984
H -3.620 5.078 5.321
H -2.672 7.391 5.255
H -0.168 7.646 4.894
H 0.213 3.421 5.278
H -2.329 3.130 5.394
C 3.754 0.401 4.341
C 4.589 0.632 5.424
C 4.318 0.138 6.695
C 3.150 -0.701 6.877
C 2.217 -0.811 5.833
C 2.524 -0.317 4.529
N 2.851 -1.458 8.058
O 1.655 -1.704 8.316
O 3.730 -1.772 8.896
H 3.909 0.580 3.287
H 5.492 1.117 5.083
H 5.073 0.418 7.416
H 1.307 -1.367 6.007
H 1.839 -0.403 3.698
N -8.194 11.381 -1.920
C -8.400 10.209 -2.547
C -8.482 8.948 -1.915
C -8.522 8.918 -0.538
C -8.334 10.054 0.171
C -8.132 11.268 -0.497
H -8.406 10.352 -3.617
H -8.558 8.027 -2.472
H -8.699 7.932 -0.132
H -8.257 10.139 1.244
H -8.136 12.128 0.156
N -7.981 -5.021 2.574
C -7.813 -6.058 3.418
C -6.616 -6.698 3.645
C -5.568 -6.330 2.814
C -5.684 -5.312 1.838
C -6.906 -4.623 1.859
H -8.720 -6.294 3.954
H -6.520 -7.465 4.399
H -4.565 -6.728 2.783
H -4.794 -4.954 1.343
H -7.003 -3.787 1.183
*
```

Löwdin atomic charge list, values in e, 8 entries:
1. O 0.061
2. C -0.353
3. O 0.248
4. B -0.888
5. O 0.255
6. C -0.296
7. O 0.064
8. O 0.250